No. 1
Density functional theory data (the ωB97M-V functional and the def2-TZVPD basis) for a molecular structure, C4H9NO in a non-equilibrium geometry.

Atoms and positions in Å:
C: 0.42718 0.96848 0.12557
C: 0.98067 0.12058 -0.82432
C: 0.13403 0.97349 2.53078
N: 0.39841 0.41970 1.39078
H: -0.14883 1.86395 -0.02408
H: 1.60357 -0.70051 -0.49940
H: 0.86357 0.30227 -1.87811
H: 0.34629 0.42262 3.43133
H: -0.19890 1.99922 2.54738
H: 0.38343 -0.60007 1.38380
C: -1.31097 -0.98226 -1.86017
O: -0.23518 -1.29375 -1.05666
H: -1.38644 0.09450 -2.09785
H: -1.33738 -1.55254 -2.80415
H: -2.27559 -1.22152 -1.37279

## Properties
Lowest unoccupied orbital energy, eV: -0.115
Highest occupied orbital energy, eV: -7.23
Frontier orbital gap, eV: 7.11


No. 2
Density functional theory data (the ωB97M-V functional and the def2-TZVPD basis) for 2 unconnected molecules or ions with the total composition C4H9NO.

Atoms and positions in Å:
C: -1.00272 -0.61262 0.76999
C: 0.17896 -0.63030 1.39862
C: 0.56160 0.31231 2.49085
H: -1.21982 -1.33120 -0.01663
H: -1.77883 0.10137 1.02520
H: 0.91856 -1.37514 1.10996
H: -0.14308 1.14502 2.58086
H: 1.55322 0.73043 2.29196
H: 0.59704 -0.21857 3.44675
N: -0.35802 0.79648 -2.79303
C: 0.48164 -0.13245 -2.26428
O: 0.50137 -1.29826 -2.62366
H: -0.41055 1.74055 -2.43901
H: -1.01248 0.49668 -3.50331
H: 1.13311 0.27568 -1.47427

## Properties
Lowest unoccupied orbital energy, eV: 0.922
Structure (SMILES): C=CC.NC=O
Highest occupied orbital energy, eV: -9.61
Frontier orbital gap, eV: 10.53


No. 3
Density functional theory data (the ωB97M-V functional and the def2-TZVPD basis) for 2 unconnected molecules or ions with the total composition C4H9NO.

Atoms and positions in Å:
C: -0.77438 0.91979 2.23716
C: -1.11791 1.42540 1.00271
C: -0.00957 0.04666 -0.30408
O: 0.52553 -0.68961 0.60291
N: 0.28944 -0.31258 -1.54756
C: 1.14590 -1.43450 -1.91738
H: 0.14349 -0.22896 1.49236
H: -0.00630 1.40998 2.82975
H: -1.46750 0.27407 2.76989
H: -2.08057 1.20044 0.55398
H: -0.63705 2.31702 0.61222
H: -0.10592 0.24356 -2.28711
H: 1.16086 -1.53186 -3.00574
H: 2.16803 -1.27745 -1.55931
H: 0.76596 -2.36198 -1.47980

## Properties
Lowest unoccupied orbital energy, eV: 0.880
Highest occupied orbital energy, eV: -7.81
Frontier orbital gap, eV: 8.69


No. 4
Density functional theory data (the ωB97M-V functional and the def2-TZVPD basis) for a single C4H9NO molecule in a non-equilibrium geometry.

Atoms and positions in Å:
C: -0.23518 -1.32315 -1.18489
C: 0.22443 -0.02938 -0.42867
C: -0.99683 0.96761 -0.30804
C: 0.65788 -0.35425 0.97220
N: 1.38677 0.76054 1.55946
O: 0.20040 -1.32276 1.62707
H: 0.60417 -1.96676 -1.37569
H: -0.93993 -1.92716 -0.54169
H: -0.79327 -1.23791 -2.13687
H: 1.15406 0.43276 -0.90760
H: -1.31190 1.37845 -1.32262
H: -0.83406 1.98012 0.24571
H: -1.70577 0.27170 0.17190
H: 1.37284 1.59979 1.07284
H: 1.21641 0.77038 2.55687

## Properties
Lowest unoccupied orbital energy, eV: 0.911
Structure (SMILES): CC(C)C(N)=O
Highest occupied orbital energy, eV: -9.92
Frontier orbital gap, eV: 10.83


No. 5
Density functional theory data (the ωB97M-V functional and the def2-TZVPD basis) for 2 unconnected molecules or ions with the total composition C4H9NO.

Atoms and positions in Å:
C: 0.20212 2.25883 1.94524
C: 0.31648 1.13213 1.28757
N: 0.34932 0.08376 0.65412
C: 1.51573 -0.79451 0.65826
H: -0.18930 2.25865 2.95602
H: 0.48529 3.19743 1.48351
H: 2.35282 -0.38356 1.23355
H: 1.21739 -1.75786 1.08019
H: 1.82815 -0.96443 -0.37554
C: -1.35135 -0.84409 -2.16872
O: -1.76912 -1.21116 -0.87964
H: -1.53700 0.21881 -2.39181
H: -1.92183 -1.44284 -2.88510
H: -0.28016 -1.04276 -2.34154
H: -1.21854 -0.70840 -0.25610

## Properties
Lowest unoccupied orbital energy, eV: 0.811
Structure (SMILES): C=C=NC.CO
Highest occupied orbital energy, eV: -9.38
Frontier orbital gap, eV: 10.19


No. 6
Density functional theory data (the ωB97M-V functional and the def2-TZVPD basis) for 3 unconnected molecules or ions with the total composition C4H9NO.

Atoms and positions in Å:
C: -0.80816 1.38570 0.14845
N: -0.59649 -0.01593 0.49552
C: -1.23320 -0.92973 -0.20270
C: 0.73173 -0.51717 0.96944
O: 0.73338 -1.52022 1.65941
C: 1.70580 0.04637 0.12438
H: -1.85422 1.64003 0.33459
H: -0.18006 2.01239 0.78176
H: -0.57115 1.56912 -0.90712
H: -2.09367 -0.64915 -0.80295
H: -1.09113 -1.96496 0.08025
H: 0.07365 -1.02253 -1.46776
H: 2.68973 -0.41006 0.14101
H: 1.65669 1.08255 -0.18859
H: 0.83707 -0.70640 -1.16569

## Properties
Lowest unoccupied orbital energy (alpha / beta), eV: 0.204 / 0.203
Highest occupied orbital energy (alpha / beta), eV: -7.93 / -7.93
Frontier orbital gap (alpha / beta), eV: 8.14 / 8.14


No. 7
Density functional theory data (the ωB97M-V functional and the def2-TZVPD basis) for 2 unconnected molecules or ions with the total composition C4H9NO in a non-equilibrium geometry.

Atoms and positions in Å:
C: 0.87060 -1.55976 0.06546
C: 1.28404 -0.49900 0.76060
C: 2.02701 0.65766 0.18184
H: 0.16542 -2.24601 0.50923
H: 1.10039 -1.55310 -0.99244
H: 1.02331 -0.38082 1.80845
H: 2.04346 0.65044 -0.90565
H: 3.05612 0.67489 0.55609
H: 1.66638 1.64898 0.45388
N: -2.60856 0.19938 0.09498
C: -1.81187 0.66007 -0.89685
O: -2.14536 1.41139 -1.78095
H: -3.59429 0.34570 0.05250
H: -2.27869 -0.24049 0.94035
H: -0.79797 0.23067 -0.84748

## Properties
Lowest unoccupied orbital energy, eV: 0.887
Structure (SMILES): C=CC.NC=O
Highest occupied orbital energy, eV: -9.61
Frontier orbital gap, eV: 10.49


No. 8
Density functional theory data (the ωB97M-V functional and the def2-TZVPD basis) for a single C4H9NO molecule.

Atoms and positions in Å:
C: -1.84883 0.48180 0.30817
C: -0.87864 -0.12806 -0.68166
N: 0.21603 0.75773 -1.07197
C: 0.54057 -0.53214 -0.46598
C: 1.23580 -0.52411 0.87103
O: 2.59537 -0.14801 0.78357
H: -1.39394 0.73777 1.26826
H: -2.21454 1.41429 -0.13514
H: -2.71188 -0.16419 0.49450
H: -1.37370 -0.70100 -1.46875
H: 0.36512 0.75024 -2.07613
H: 0.92914 -1.28848 -1.15145
H: 1.23617 -1.54162 1.27487
H: 0.68543 0.11687 1.57259
H: 2.61789 0.76890 0.47808

## Properties
Lowest unoccupied orbital energy, eV: 1.111
Structure (SMILES): C[C@H]1N[C@H]1CO
Highest occupied orbital energy, eV: -9.69
Frontier orbital gap, eV: 10.80


No. 9
Density functional theory data (the ωB97M-V functional and the def2-TZVPD basis) for a single C4H9NO molecule.

Atoms and positions in Å:
C: 2.29914 -0.41118 -0.05026
C: 1.19341 0.63180 0.10398
C: -0.14158 -0.03508 0.39892
O: -0.25245 -0.88406 1.27130
N: -1.21042 0.38563 -0.33175
C: -2.51884 -0.19200 -0.10591
H: 2.19570 -0.96125 -0.99183
H: 3.28866 0.05553 -0.03557
H: 2.23480 -1.12907 0.77155
H: 1.41190 1.27205 0.96717
H: 1.13849 1.28694 -0.77435
H: -1.06813 0.99911 -1.11749
H: -2.62352 -1.17316 -0.58421
H: -2.65816 -0.32607 0.96868
H: -3.28898 0.48081 -0.49025

## Properties
Lowest unoccupied orbital energy, eV: 0.922
Structure (SMILES): CCC(=O)NC
Highest occupied orbital energy, eV: -9.62
Frontier orbital gap, eV: 10.54


No. 10
Density functional theory data (the ωB97M-V functional and the def2-TZVPD basis) for a single C4H9NO molecule in a non-equilibrium geometry.

Atoms and positions in Å:
C: 1.78433 -0.41649 -0.06531
C: 0.69103 0.15552 -0.96010
C: -0.31012 1.03680 -0.19312
N: -1.05901 0.30787 0.86741
C: -1.93923 -0.70689 0.72505
O: -2.38615 -1.28614 -0.23179
H: 2.47499 -1.04726 -0.63406
H: 2.37043 0.38292 0.40455
H: 1.34964 -1.02837 0.73190
H: 0.14088 -0.65282 -1.45521
H: 1.14536 0.75765 -1.76303
H: -1.02212 1.46999 -0.91368
H: 0.22159 1.88008 0.26354
H: -1.12367 0.28891 1.89918
H: -2.20134 -0.93194 1.83750

## Properties
Lowest unoccupied orbital energy, eV: 0.845
Structure (SMILES): CCCNC=O
Highest occupied orbital energy, eV: -9.92
Frontier orbital gap, eV: 10.77


No. 11
Density functional theory data (the ωB97M-V functional and the def2-TZVPD basis) for a single C4H9NO molecule.

Atoms and positions in Å:
C: -0.95387 -0.72315 -1.93062
C: 0.14848 -0.59508 -0.88958
C: -0.21543 0.36440 0.25698
C: 0.64149 0.08021 1.48846
N: 1.01855 1.19815 2.17455
O: 0.80325 -1.06960 1.86528
H: -0.66586 -1.41809 -2.72827
H: -1.17675 0.24809 -2.38668
H: -1.86256 -1.10306 -1.45310
H: 0.38554 -1.57215 -0.45762
H: 1.07160 -0.24097 -1.37162
H: -0.18792 1.40736 -0.09616
H: -1.21934 0.20148 0.63342
H: 1.35025 1.11695 3.12594
H: 0.86257 2.10544 1.76903

## Properties
Lowest unoccupied orbital energy, eV: 0.894
Structure (SMILES): CCCC(N)=O
Highest occupied orbital energy, eV: -9.79
Frontier orbital gap, eV: 10.68


No. 12
Density functional theory data (the ωB97M-V functional and the def2-TZVPD basis) for a single C4H9NO molecule.

Atoms and positions in Å:
C: 0.38040 -1.54483 -0.93954
C: 0.67914 -0.04962 -0.87499
C: 0.74543 0.48864 0.55499
N: -0.53206 0.39775 1.24634
C: -1.55959 1.22638 0.93441
O: -1.48951 2.14114 0.13315
H: 0.21441 -1.87196 -1.97075
H: 1.20862 -2.13645 -0.53032
H: -0.52294 -1.79043 -0.36870
H: -0.09239 0.51924 -1.40511
H: 1.63202 0.16608 -1.37456
H: 1.04268 1.54186 0.54336
H: 1.48447 -0.06210 1.14834
H: -0.71155 -0.37507 1.86789
H: -2.48454 0.99267 1.49586

## Properties
Lowest unoccupied orbital energy, eV: 0.869
Structure (SMILES): CCCNC=O
Highest occupied orbital energy, eV: -9.77
Frontier orbital gap, eV: 10.64


Electronic energy in hartree, matching the order above: -287.6393, -287.7858, -287.6978, -287.7957, -287.7322, -287.6585, -287.7786, -287.7583, -287.8224, -287.7861, -287.8267, -287.8162
ΔE to the lowest compared entry with this formula, charge and spin in kJ/mol, matching the order above: 507.08, 122.55, 353.54, 96.41, 263.24, 456.81, 141.37, 194.72, 26.27, 121.68, 15.08, 42.68